Formula: C20H40Cu2O20S4
Source: the Open Molecules 2025 dataset
Level of theory: wB97M-V/def2-TZVPD

Element x y z (Å)
H 2.698 -14.357 9.407
C 11.559 -15.193 9.556
C 7.600 -12.543 11.710
O 9.031 -16.831 10.434
O 8.010 -17.557 12.904
H 7.856 -10.476 12.097
C 8.908 -21.272 9.507
C 7.644 -11.740 14.002
H 6.291 -21.715 8.568
S 6.511 -17.516 12.954
H 6.992 -10.968 14.417
O 5.198 -18.995 7.806
H 3.461 -17.452 11.937
C 9.713 -15.972 4.629
C 4.069 -16.018 9.034
C 11.748 -14.360 8.279
O 7.599 -15.130 9.991
H 9.914 -21.375 9.917
H 8.460 -19.219 9.070
C 8.127 -11.408 12.596
H 9.219 -11.403 12.600
C 6.818 -13.023 13.780
H 7.983 -23.183 9.346
H 9.072 -21.290 8.427
C 6.071 -19.830 5.847
O 8.779 -16.204 8.099
H 2.290 -14.991 11.580
H 5.762 -21.891 10.249
Cu 5.526 -18.543 9.879
H 8.592 -19.535 10.860
O 8.003 -16.631 1.880
C 7.878 -22.290 9.967
O 13.865 -12.646 10.444
H 8.391 -11.951 14.763
H 3.260 -19.505 7.361
O 7.409 -13.632 12.625
H 5.497 -17.738 6.158
H 11.767 -16.251 9.435
H 4.025 -19.985 5.177
S 12.521 -13.032 10.289
H 6.362 -19.639 4.815
C 3.589 -14.804 9.850
O 5.905 -18.164 14.076
H 7.917 -22.600 11.007
Cu 8.124 -15.633 12.008
H 6.920 -13.730 14.598
O 11.517 -12.359 11.020
C 3.181 -16.868 11.066
H 8.295 -12.774 10.906
S 8.092 -16.389 9.362
H 6.626 -12.363 11.246
O 6.967 -14.651 2.851
H 5.763 -12.808 13.594
H 4.214 -20.862 8.035
C 5.967 -18.576 6.681
C 3.252 -15.369 11.230
O 12.181 -13.073 8.744
H 10.508 -15.135 9.823
C 6.588 -21.568 9.611
H 6.955 -18.245 6.990
O 6.033 -18.103 11.672
O 6.242 -16.047 12.891
H 4.003 -15.084 11.967
O 12.376 -14.596 10.558
O 4.094 -17.120 9.962
H 12.464 -14.782 7.579
O 7.482 -16.601 4.275
H 6.759 -20.557 6.284
H 4.580 -21.484 5.853
H 2.230 -17.216 10.650
C 4.243 -19.981 7.397
H 8.040 -15.534 5.919
H 10.353 -15.375 5.270
H 10.241 -16.872 4.304
O 6.862 -20.188 9.882
C 8.301 -19.916 9.887
H 3.331 -16.273 8.267
O 6.931 -17.277 9.155
H 5.063 -15.929 8.610
C 8.425 -16.368 5.341
O 9.285 -15.268 3.464
H 4.353 -14.032 9.789
H 10.756 -14.234 7.850
S 7.850 -15.751 2.977
C 4.650 -20.403 5.967
H 8.588 -17.275 5.905

Values from the calculation:
E_HOMO (spin up / spin down) (eV): -9.61 / -9.42
Expectation value of S²: 2.0047
Multiplicity: 3
E_LUMO (spin up / spin down) (Ha): -0.004 / -0.072
Gap between HOMO and LUMO (spin up / spin down) (eV): 9.4903 / 7.4551

Formula: C15H37CuN2O5
Source: the Open Molecules 2025 dataset
Level of theory: wB97M-V/def2-TZVPD

Element x y z (Å)
N -1.834 1.706 -0.586
Cu 0.572 -1.795 0.055
O -3.751 3.805 -0.635
H -2.146 -8.703 1.296
C -2.117 1.410 -1.983
C 2.480 4.805 -0.334
H 1.991 0.157 -2.929
H 4.978 2.763 0.351
H -2.791 2.167 -2.384
H 2.199 2.861 1.641
H 5.198 0.985 1.158
C -4.604 -6.709 0.207
H 1.147 -0.746 -4.252
H 3.728 -2.849 -0.550
C -3.539 3.115 0.583
H 3.826 3.005 2.435
C 4.541 -0.952 2.052
O -2.666 -5.585 1.061
H 2.704 5.871 -0.314
C 4.043 -2.705 0.484
H 5.019 -3.186 0.421
H -4.314 5.501 0.439
H 5.582 -1.272 2.106
H 5.300 0.950 2.845
H -5.047 -7.571 -0.294
H -2.762 -7.683 2.659
O 3.771 4.335 -0.040
C 3.911 2.962 0.248
C -2.979 1.677 0.270
C -0.855 1.388 -2.870
H 2.708 0.963 2.725
H -4.592 5.570 -1.379
C -3.164 -6.823 0.652
H -2.523 0.409 -2.133
H -4.372 3.120 1.286
H -2.777 -6.992 -0.352
H 3.372 -3.267 1.134
H 3.975 -1.413 2.861
H -1.333 1.487 -3.844
C -4.571 4.964 -0.473
H -4.572 -6.019 -0.637
O -0.074 0.190 -2.804
O 4.058 -1.348 0.803
H -2.739 3.534 1.192
H -2.655 1.280 1.232
C 1.123 0.118 -3.587
H -0.266 2.254 -2.569
H 2.178 4.570 -1.354
H 1.657 4.630 0.359
H -3.831 1.012 0.126
H 1.280 0.902 -4.327
H -5.336 -6.353 0.931
H 3.655 2.382 -0.638
C 3.248 2.566 1.622
H -3.792 -8.535 1.670
C 4.685 0.575 2.028
N 3.338 1.150 1.958
H -1.786 2.695 -0.783
C -2.873 -7.953 1.609
H -5.608 4.628 -0.447

Values from the calculation:
E_HOMO (eV): -5.63
E_LUMO (Ha): -0.102
Gap between HOMO and LUMO (eV): 2.8391

Formula: C16H23CdF4N2O4S3Se
Source: the Open Molecules 2025 dataset
Level of theory: wB97M-V/def2-TZVPD

Element x y z (Å)
H 3.372 0.089 -2.312
C 1.940 -2.818 -0.532
C -2.610 2.066 0.554
H 3.407 -2.121 0.863
H -2.983 1.416 2.529
C 0.255 -2.025 4.857
H -1.366 2.568 -2.509
O -2.720 -1.900 -0.837
C -0.919 -0.385 2.757
H 3.378 1.834 -2.365
C 0.245 -2.416 3.528
O -3.578 -2.248 -3.427
C 2.964 1.051 -0.420
Se -3.133 -1.175 -2.296
F -0.291 -2.136 1.269
H 1.538 -2.539 -3.865
S 2.074 -0.178 0.547
F -1.421 1.176 4.532
H -2.942 1.923 -2.020
C -0.471 3.013 -0.047
C 2.868 -1.715 0.005
H 0.079 -0.535 -3.938
C -0.318 -1.649 2.542
H 0.233 3.138 -0.870
S 0.627 -2.342 -1.663
H 0.694 -2.626 5.636
C 2.852 0.973 -1.943
N -1.385 0.292 1.703
C -2.101 1.541 1.890
H 2.649 -1.737 -2.776
O -4.191 0.036 -1.988
H 1.436 -3.311 0.298
C 1.134 -0.458 -3.668
H 4.022 1.040 -0.142
H 3.621 -1.458 -0.743
C -0.341 -0.806 5.109
H 1.714 -0.234 -4.567
F 0.809 -3.592 3.172
F -0.371 -0.335 6.378
H -1.484 2.309 2.370
H -3.046 3.067 0.716
H -0.851 4.007 0.240
H -2.508 3.625 -1.633
C 1.602 -1.783 -3.080
N -1.557 2.142 -0.470
O -1.658 -0.432 -2.678
C -2.131 2.595 -1.736
C -0.903 -0.015 4.127
H 2.564 2.002 -0.065
H -3.397 1.419 0.153
S 1.150 0.953 -2.545
H 2.564 -3.576 -1.014
H 0.051 2.580 0.806
Cd -1.167 -0.312 -0.432

Values from the calculation:
E_HOMO (eV): -4.76
E_LUMO (Ha): 0.076
Gap between HOMO and LUMO (eV): 6.8388
Net charge: -1

Formula: C28H73N16O10
Source: the Open Molecules 2025 dataset
Level of theory: wB97M-V/def2-TZVPD

Element x y z (Å)
H -14.287 -15.415 -5.055
N 1.205 -18.877 -2.973
H -12.917 -18.357 3.992
H 0.876 -19.688 -3.477
C -2.304 -15.005 -6.178
H -17.967 -16.592 2.945
H -14.468 -19.211 4.259
N -10.993 -23.139 -4.112
H -9.272 -23.700 4.461
H -8.424 -18.479 -1.632
H -8.374 -15.137 -1.337
H -16.643 -14.840 3.700
N -9.401 -9.567 -0.903
H -3.327 -24.096 2.823
H -17.040 -16.992 1.585
O -7.466 -10.242 -0.220
H -0.724 -15.934 -6.850
H -7.974 -17.893 -0.089
H 0.961 -24.303 2.205
N -1.720 -15.856 -6.999
H -3.354 -27.159 0.106
N -1.371 -26.005 2.708
H -16.549 -18.542 3.060
C -13.991 -18.239 4.136
H -1.577 -28.897 0.709
H -3.077 -25.419 0.420
H -13.758 -18.557 -6.062
N -3.540 -14.884 -6.575
C -10.909 -23.226 -5.418
H -9.521 -25.496 4.347
C -1.189 -24.512 2.729
O -12.217 -16.882 -6.828
H 2.171 -18.584 -3.006
H -4.126 -14.377 -5.926
H -3.892 -15.452 -7.332
H -14.213 -17.748 5.084
C 0.354 -18.241 -2.207
H -15.124 -18.183 0.947
H -6.868 -18.949 -0.970
O -5.859 -16.329 -0.987
C -8.452 -9.544 -0.074
N -14.216 -16.080 2.995
C -16.502 -15.119 2.656
N -7.203 -11.392 5.582
C -9.680 -24.455 2.710
H -0.833 -24.351 -0.187
C -0.840 -24.048 4.128
H -0.014 -24.615 4.557
H -14.781 -12.645 2.232
H -13.430 -13.301 3.116
C -2.977 -26.428 0.822
H -11.631 -22.392 -3.877
H -13.367 -18.060 1.274
H 0.668 -26.654 0.924
C -14.757 -15.037 0.723
H -0.271 -23.119 4.183
C -7.561 -18.114 -1.074
N -0.797 -18.855 -2.295
N -13.864 -17.650 -5.631
O -9.664 -24.364 1.484
H -17.090 -14.527 1.955
H -0.383 -28.557 2.036
C -16.166 -17.583 3.408
C -13.148 -16.724 -6.123
C -0.325 -26.357 0.587
C -14.347 -18.262 1.707
H -10.205 -9.003 -0.669
C -14.908 -14.966 2.284
N -13.523 -15.534 -5.704
H -6.456 -17.212 -2.624
C -1.358 -28.322 1.609
H -2.112 -27.005 4.105
O -1.789 -14.370 -5.251
C -0.081 -24.876 0.403
H -13.712 -15.209 0.464
H -14.451 -17.446 -4.835
H -10.140 -26.459 3.010
H -7.599 -8.158 1.097
O -11.589 -22.595 -6.196
O -5.412 -11.737 4.274
N -10.057 -24.200 -5.679
H -14.318 -19.349 1.789
H -12.999 -14.809 -6.173
H -0.550 -26.620 -0.447
H -9.339 -7.960 0.772
H -2.610 -23.760 1.157
H -7.418 -14.998 -2.857
H -16.458 -17.517 4.456
H -2.383 -22.689 2.407
H -1.702 -24.059 4.795
H -6.762 -10.765 6.239
C -2.469 -23.763 2.238
H -9.540 -10.498 -1.271
N -8.486 -8.501 0.757
C -14.471 -13.485 2.853
H -0.923 -19.451 -3.101
H -8.111 -13.448 4.419
H -10.504 -23.619 -3.371
H -2.362 -16.416 -7.541
H -9.851 -24.277 -6.665
O -2.454 -26.290 3.563
H -14.986 -14.120 0.179
H -9.204 -22.517 3.123
C -0.020 -24.105 1.772
C -14.625 -17.497 3.020
O 0.664 -17.289 -1.484
H -15.450 -15.773 0.314
H -14.949 -13.279 3.811
N -7.144 -13.186 4.292
H -9.571 -24.877 -5.108
C -6.548 -12.091 4.632
O -12.830 -16.057 2.881
H 0.860 -24.753 -0.134
H -12.776 -16.250 1.942
C -16.933 -16.615 2.602
N -9.401 -23.435 3.494
H -8.209 -11.480 5.606
H -1.526 -18.384 -1.780
C -6.938 -16.839 -1.720
H -1.992 -28.570 2.460
H -6.721 -13.783 3.596
C -1.601 -26.765 1.484
N -9.853 -25.572 3.396
H -8.617 -16.209 -2.836
C -7.933 -15.675 -2.176
H -3.864 -26.371 1.453
H -0.104 -23.043 1.542

Values from the calculation:
E_HOMO (eV): -1.87
E_LUMO (Ha): 0.062
Gap between HOMO and LUMO (eV): 3.5391
Net charge: -1